[1]
The following is a quantum chemistry calculation of a single C5H10O molecule at a distorted geometry, from OMol25.

```
16
Properties=species:S:1:pos:R:3
H 1.92134 -0.58877 0.85355
H -0.10623 -0.24258 -2.18807
H -1.81025 0.72184 1.35965
C -0.25718 0.07232 0.00456
C 0.20991 1.52930 -0.24698
H 0.58676 2.06341 0.63427
H 0.91163 -2.34033 -0.54541
H -0.69799 2.08013 -0.56870
H -1.45209 -1.05152 1.35130
C -1.03861 -0.04828 1.26679
C -0.34493 -0.70058 -1.24079
H -0.34089 0.10539 2.10755
C 0.72999 -1.25361 -0.36856
H -1.21768 -1.35249 -1.24814
H 0.93669 1.63719 -1.05648
O 1.96954 -0.63142 -0.11455
```

ΔE to the lowest compared entry with this formula, charge and spin = 3.459 eV
SMILES = CC1(C)C[C@H]1O
electronic energy = -7391.307 eV
LUMO level = 0.94 eV

[2]
The following is a quantum chemistry calculation of 2 unconnected molecules or ions with the total composition C16H15Cl2 at a distorted geometry, from OMol25.

```
33
Properties=species:S:1:pos:R:3
Cl -2.22969 -1.38902 7.56333
H 0.14340 1.44758 2.03459
H -1.32654 -0.95413 2.93588
H -1.97484 0.42021 2.01007
C 2.71677 -0.16446 4.48991
H 2.78634 0.91446 4.30639
H -0.44890 -3.14115 6.21299
C 0.15761 0.35593 2.09827
C 3.85981 -0.90086 4.07997
C -0.07702 -2.12418 6.10943
C -0.77288 -1.07484 6.72625
H 6.85045 -0.18527 2.51587
H -1.26083 -0.98657 1.16576
C 6.02813 -0.77064 2.92152
C 5.03627 -2.94053 3.40468
C 4.95475 -0.15284 3.54259
H 2.27729 0.16324 2.11828
C -1.17721 -0.32956 2.04396
H 4.92918 0.93462 3.63050
H 5.08884 -4.02498 3.33535
C 1.07309 -1.86124 5.37134
C 1.61074 -0.55008 5.29651
H 3.28935 -2.93720 4.63169
H 1.31880 1.49660 5.95448
Cl 7.35453 -2.93686 2.01664
C 6.05323 -2.17258 2.81777
C 1.30644 -0.32420 2.20881
C -0.26535 0.23541 6.67943
H 1.27442 -1.41948 2.25187
H 1.52464 -2.67228 4.80878
H -0.79057 1.03466 7.19952
C 0.90856 0.48509 5.98705
C 3.99573 -2.31827 4.08978
```

net charge = +1
electronic energy = -41871.998 eV
LUMO level = -5.96 eV

[3]
The following is a quantum chemistry calculation of a single C5H9NOS molecule at a distorted geometry, from OMol25.

```
17
Properties=species:S:1:pos:R:3
H -1.92966 -0.31485 0.56386
H 1.99392 -0.86588 0.41219
N 0.59818 -2.22809 -0.17580
H 1.71406 -0.84831 -1.37837
C 0.19526 0.16802 -0.19484
H -0.71079 2.31337 0.62949
H -1.23042 -2.65102 0.78185
C 0.00599 0.62141 1.20686
H 0.02002 -1.90877 1.81223
C -0.43182 -1.89898 0.80132
H 0.73900 0.27135 1.93659
H 0.12997 -2.54864 -1.03653
H -0.93197 0.75637 -2.18004
S -0.03817 1.35841 -1.51999
C 1.26118 -0.91828 -0.38363
C -0.86416 -0.50409 0.59236
O -0.54617 1.85625 1.48458
```

ΔE to the lowest compared entry with this formula, charge and spin = 2.134 eV
SMILES = O[C@H]1[C@@H]2CNC[C@]12S
electronic energy = -19702.170 eV
LUMO level = 0.66 eV

[4]
The following is a quantum chemistry calculation of a molecular structure, C11H25ClFGaNO4S, from OMol25.

```
45
Properties=species:S:1:pos:R:3
C -6.19051 0.84272 -1.23364
H -7.23729 0.67384 -1.49115
S -3.23264 -0.38486 -0.53379
H 0.80054 0.17301 1.60980
C 2.38848 -1.26401 1.98670
H -5.48792 0.02161 -3.10403
H 4.45244 -1.18050 -1.04930
H 5.37909 0.61605 0.25876
H -1.38092 0.79786 -1.31368
F 1.88172 4.03629 1.52694
C 4.09085 -0.17008 -1.28778
O -3.52525 0.53199 0.52368
H 3.04954 0.85361 -2.47466
H 3.42491 -1.43277 1.65435
O -3.59975 -1.76078 -0.36357
H -1.36070 -0.92058 -1.84037
H -5.52725 -1.15090 -1.78303
H 0.95005 2.22208 -1.06346
H 1.51650 -0.52305 0.14616
H -5.93503 1.87643 -1.46517
O 0.32137 -2.55040 2.25710
N 3.33167 -0.11926 -2.32605
H 0.54865 3.95529 -0.88129
H -1.21775 -2.57964 0.89412
C 1.74943 -0.13441 1.15216
H 0.06716 2.77797 0.36557
Cl 4.07594 1.69722 2.94737
C 2.17855 3.19626 0.41273
C -0.58456 -3.27696 1.46164
H 4.79635 1.80466 -0.93230
H -6.06476 0.69349 -0.16353
H 2.88698 3.77983 -0.19630
Ga 3.01677 1.41876 0.94675
C 1.68955 -2.63096 1.88917
H -1.23195 -3.90458 2.09074
H 2.18318 -3.38174 2.52762
H -0.95338 -0.48042 -0.15069
H 2.46005 -0.96146 3.04092
C 0.86207 3.04601 -0.34265
H -0.05457 -3.92699 0.75386
H 1.75375 -2.98334 0.84813
O -3.91291 0.13654 -1.87991
C -1.55792 -0.23216 -1.02352
C 4.52666 0.90665 -0.35892
C -5.32720 -0.10832 -2.03544
```

net charge = -1
electronic energy = -99945.574 eV
LUMO level = 2.43 eV

[5]
The following is a quantum chemistry calculation of a single C6H8ClN molecule at a distorted geometry, from OMol25.

```
16
Properties=species:S:1:pos:R:3
C 0.69315 -0.69672 0.99731
C 0.92765 0.28324 -0.11821
H 0.08837 1.04366 2.18437
H 1.84144 -2.30878 -0.02552
H 1.73689 -2.42710 1.63826
H 1.48148 0.06736 2.73317
C -0.37450 0.53875 -0.68334
H -2.20522 -0.59869 -0.84923
H 1.57228 1.28333 -0.31643
H 2.78811 -1.08326 0.99611
C -1.32186 -0.52756 -0.24311
H -1.16935 -2.01258 1.45196
C -0.73079 -1.21149 0.69601
Cl -0.94874 1.54714 -1.99815
N 0.52775 -0.06811 2.40510
C 1.85638 -1.68432 0.90471
```

ΔE to the lowest compared entry with this formula, charge and spin = 2.578 eV
SMILES = C[C@]1(N)C=CC(Cl)=C1
electronic energy = -20361.010 eV
LUMO level = 0.39 eV

[6]
The following is a quantum chemistry calculation of a single C20H19FN2O4S molecule at a distorted geometry, from OMol25.

```
47
Properties=species:S:1:pos:R:3
H 2.60964 0.70870 -3.82321
H -3.84425 1.11053 -0.42432
H -0.56123 4.62650 0.68612
C -0.70773 -1.52671 -4.46757
H 0.48796 0.28101 2.10824
H 1.99084 0.80361 -5.49188
H 0.94235 -2.51343 -5.45937
C -1.09212 3.05118 -0.66168
H 0.51181 -0.93007 -6.15880
C 2.73173 -1.19075 6.05470
C -3.32535 2.69139 0.95436
C 1.48352 0.11988 4.51325
H 2.41817 -2.83098 3.14431
H -2.53897 4.30308 2.11949
H -1.08173 -0.52061 -4.28226
H -0.03168 -3.07176 -3.24965
C 1.60163 -0.88071 3.54087
H 0.86684 0.94197 -4.11462
F 3.28218 -1.34422 7.27648
C -0.72934 -0.27093 -1.61437
C 1.77617 0.45491 -4.47514
O 0.35968 -2.10168 -1.05864
C 0.99184 -0.66595 2.24802
N -0.55452 -2.20609 -3.19730
H -1.44418 -2.06904 -5.06586
C 0.34654 -1.19676 -0.02635
H 1.95228 0.74302 6.51728
H -0.24217 3.16756 -1.31480
C -2.39414 3.67378 1.25360
C -1.28056 3.85737 0.44830
H 1.45142 -2.49066 1.23870
C 2.04209 -0.02611 5.76641
C -2.02692 2.07659 -0.94515
O -0.99605 1.67836 -3.35654
O 1.67947 -0.95603 -4.44775
C 2.87175 -2.20285 5.12049
C 2.30746 -2.04309 3.87169
S -1.75069 0.98933 -2.33347
C 0.98301 -1.51901 1.20746
C -3.14046 1.88179 -0.15405
H 3.41704 -3.09664 5.38020
C -0.32299 -1.51333 -2.06140
N -0.29310 -0.10548 -0.33717
H 0.94233 1.02311 4.27375
O -2.98605 0.37986 -2.75496
H -4.19185 2.55643 1.58400
C 0.63515 -1.48827 -5.22210
```

ΔE to the lowest compared entry with this formula, charge and spin = 2.709 eV
SMILES = COCCNc1oc(/C=C/c2ccc(F)cc2)nc1S(=O)(=O)c1ccccc1
electronic energy = -45769.437 eV
LUMO level = -0.04 eV

[7]
The following is a quantum chemistry calculation of 15 unconnected molecules or ions with the total composition C44H66N15O2 at a distorted geometry, from OMol25.

```
127
Properties=species:S:1:pos:R:3
N -6.79006 -4.62660 -2.93871
C 9.86453 -1.62493 -1.35400
C 2.88499 1.60045 -0.32764
C -2.06021 4.34109 3.00828
N -5.43484 -2.27473 2.93830
H -4.17638 -2.74480 -2.93376
H -10.54355 -1.37552 3.54117
H 8.44779 -8.55322 4.20356
C -0.15436 5.60007 -7.01866
C 3.25459 -0.78178 -1.00711
C -10.64007 -1.19343 1.41875
C 4.45268 -1.88337 -0.85479
C 7.90325 -6.51648 4.52940
H -11.56341 -0.04194 2.95764
C -0.81961 6.42077 0.64833
H 7.96655 -8.17306 5.87179
H 3.04741 3.67787 0.52514
H 2.08081 1.72378 -2.51666
C 0.97180 -0.10552 0.02323
H 5.21619 -7.37256 3.25382
H 7.42291 -1.93588 3.29713
H -9.91229 2.37018 -1.88615
H 3.13590 -1.92547 -2.96254
H -5.12833 -2.26420 -1.51317
C -0.45871 7.80519 1.09541
N 11.04378 -1.66462 -1.39823
H -0.26315 6.66120 -6.78924
H 0.24695 7.75415 1.92610
C 4.25391 -7.00779 2.89149
H -0.45440 2.06023 -6.12869
C -5.89088 -3.96068 -2.56130
H -3.28825 -4.39236 4.06547
C -0.06580 1.39666 -5.35586
C -9.33817 2.06661 0.14745
H 6.16959 -1.89373 4.55660
C -3.05415 -0.20017 -5.80279
C -3.75416 1.60785 -1.03558
H -0.19347 5.46331 -8.10041
H -12.14046 -1.71923 2.84026
C 8.36693 -1.57444 -1.29774
H -0.00034 8.35357 0.27087
O 4.88655 0.46253 0.13428
C 3.77848 5.60716 3.30962
H 6.07067 -0.78883 3.16703
H 3.98099 -2.86879 -1.24054
C -2.39649 -0.51715 -0.22399
C 8.50657 -7.80684 4.99730
H 3.40184 6.45621 3.88223
H -4.09675 -2.00981 -5.36600
N -2.64861 0.60439 -6.56596
H -4.25472 -0.74610 -4.12544
H 5.37438 -1.61037 -1.46704
C 1.73316 1.17037 0.70257
C 6.35810 -1.79214 3.48671
H 2.24808 0.79067 1.65807
N -2.12614 4.20851 -5.85259
H -1.03978 4.13158 2.67933
N -9.17240 2.46627 1.24661
H -4.09172 -3.70609 -1.44244
C 5.56441 -2.81368 2.73108
H 0.63297 0.13422 -1.05589
H 1.57142 -2.24425 -0.35069
C -3.66380 -1.04297 0.53395
H -2.51098 3.41887 3.37984
C 2.63270 4.77299 2.82213
C -4.74898 -3.11486 -2.08200
N 2.26252 -8.35966 4.07181
H -3.60851 -2.02855 1.09858
H -10.28126 0.75249 -1.24840
N 4.93846 -3.61713 2.13400
C -3.56864 -1.21848 -4.83079
N 3.86423 0.53612 -0.68297
C -0.34447 -0.54946 0.82021
C 3.74405 2.76007 0.43783
H -5.94523 1.80923 -0.28460
H -1.35515 8.33498 1.42147
H -0.90140 0.36602 1.20881
H 4.62472 3.09785 -0.20497
H -5.89569 -0.61576 1.08666
H 4.42876 5.00698 3.94798
N -10.14903 -1.28669 0.34945
C 1.43336 1.37867 -5.40379
C 3.13995 -7.76408 3.55178
N -1.11539 5.31724 0.28090
C -5.01349 1.13616 -0.25853
H -2.73562 -1.65685 -4.27819
C -4.94876 -3.28274 3.31560
C -4.33155 -4.56242 3.79467
H 1.58254 -1.01314 -2.61531
C -11.26210 -1.07496 2.77705
H 7.95532 -2.57140 -1.46305
H 0.81241 5.25284 -6.65010
N 1.73103 4.11497 2.43846
H 8.04400 -1.21376 -0.31978
H 1.01346 2.00328 0.99830
C 2.09246 -1.27771 -0.02197
H 4.16799 -5.94426 3.11971
H -0.12397 -1.26449 1.69825
C -2.04413 5.37520 4.09351
N -2.02995 6.19132 4.94790
C -4.99333 -0.20586 0.51781
H -4.87135 -4.92994 4.66866
H -0.45445 0.39255 -5.52167
H 4.69293 -2.10007 0.26323
N 7.42791 -5.50039 4.16077
H -4.37697 -5.31440 3.00535
C -9.54849 1.56064 -1.25107
H 4.20572 -7.14456 1.81015
O -1.19083 -1.28244 -0.15403
H 4.02231 2.46725 1.50581
H 9.55319 -7.65157 5.26376
C -2.40809 0.80787 -1.04927
H 4.35541 5.97719 2.46039
C -1.25758 4.82190 -6.36645
H -1.47951 1.14947 -1.61643
H 3.16278 -0.10660 -3.17731
H 2.47800 -1.42532 1.05240
C 2.18085 2.34412 -1.56664
H -3.77705 2.59784 -1.60295
H 7.98869 -0.90068 -2.06817
H 1.11645 2.64370 -1.22293
N 2.61450 1.36482 -5.44117
H -2.63999 4.70348 2.15939
H 2.70994 3.34760 -1.78897
H -0.40169 1.75217 -4.37995
H -8.60726 1.18537 -1.65602
C 2.72147 -0.94433 -2.52046
```

2S+1 = 2
expectation value of S² = 0.7545
electronic energy = -73131.158 eV
LUMO level (spin up / spin down) = 0.25 / 0.12 eV

[8]
The following is a quantum chemistry calculation of a single C2H3N3S2 molecule at a distorted geometry, from OMol25.

```
10
Properties=species:S:1:pos:R:3
N 0.78659 -0.00038 0.16013
C -0.31887 0.09902 0.87156
H 1.64182 0.23674 0.63042
S -4.11666 -0.34059 1.33532
S -1.73647 0.33114 3.09105
C -2.52938 -0.02114 1.59886
N -1.58286 -0.05385 0.57154
N -0.19865 0.43975 2.60952
H 0.77323 -0.03498 -0.84959
H -1.92044 -0.23574 -0.36773
```

ΔE to the lowest compared entry with this formula, charge and spin = 1.739 eV
SMILES = Nc1nsc(=S)[nH]1
electronic energy = -28261.030 eV
LUMO level (spin up / spin down) = 0.10 / 0.10 eV

Q: The highest electronic energy belongs to which entry?
A: C5H10O